The following is a DFT calculation (ωB97M-V/def2-TZVPD) of a molecular structure, C28H52BIrN6P2S.

Charge: +2
Energy: -2636.41833 Eh
ΔE to the lowest compared entry with this formula, charge and spin: 11.3 kcal/mol
HOMO level: -12.583 eV
Largest force on an atom: 0.89 eV/Å
Frontier orbital gap: 0.2164 Eh

Each line ends with the Löwdin charge.
CARTESIAN COORDINATES (ANGSTROEM)
Ir -0.85 -0.19 -0.35  0.88
C -1.38 4.18 -0.24  -0.08
C 0.06 3.66 -0.31  -0.66
C 0.92 4.74 -0.99  -0.08
C 0.70 3.45 1.08  -0.09
P 0.11 2.00 -1.17  1.08
C 1.92 1.69 -1.32  -0.24
N 2.04 0.27 -1.47  -0.03
B 1.02 -0.63 -1.05  -0.68
N 1.33 -1.88 -1.68  -0.02
C 0.57 -3.09 -1.50  -0.24
P -0.91 -2.64 -0.46  1.06
C -0.68 -3.78 1.00  -0.66
C -0.76 -5.27 0.62  -0.07
C 0.76 -3.56 1.54  -0.09
C -1.75 -3.54 2.07  -0.08
C -2.34 -3.13 -1.54  -0.67
C -3.65 -2.96 -0.77  -0.08
C -2.27 -2.11 -2.69  -0.11
C -2.29 -4.54 -2.15  -0.06
C 2.50 -1.74 -2.42  -0.16
C 3.19 -2.66 -3.20  0.00
C 4.32 -2.21 -3.86  -0.07
C 4.75 -0.89 -3.74  -0.06
C 4.07 0.03 -2.96  0.00
C 2.94 -0.41 -2.29  -0.17
C -0.44 2.14 -2.97  -0.65
C -1.96 2.03 -3.06  -0.11
C 0.16 0.99 -3.79  -0.06
C -0.01 3.46 -3.63  -0.07
H -1.39 5.11 0.33  0.10
H -2.08 3.49 0.21  0.04
H -1.75 4.40 -1.24  0.07
H 1.01 5.57 -0.28  0.10
H 0.48 5.14 -1.89  0.06
H 1.93 4.40 -1.21  0.09
H 0.39 4.27 1.73  0.10
H 1.79 3.50 1.01  0.08
H 0.44 2.52 1.57  0.04
H 2.46 2.07 -0.45  0.10
H 2.31 2.22 -2.20  0.10
H 1.17 -3.85 -1.00  0.10
H 0.24 -3.51 -2.45  0.09
H -0.21 -5.52 -0.29  0.09
H -1.78 -5.61 0.51  0.08
H -0.32 -5.85 1.44  0.10
H 1.48 -4.17 0.99  0.09
H 0.81 -3.90 2.57  0.10
H 1.13 -2.54 1.47  0.06
H -2.73 -3.88 1.73  0.07
H -1.87 -2.49 2.36  0.06
H -1.50 -4.12 2.96  0.10
H -3.71 -2.01 -0.25  0.03
H -3.79 -3.76 -0.04  0.08
H -4.49 -3.03 -1.47  0.10
H -2.31 -1.08 -2.30  0.01
H -3.12 -2.25 -3.36  0.10
H -1.36 -2.21 -3.28  0.09
H -2.50 -5.31 -1.41  0.07
H -1.34 -4.78 -2.63  0.08
H -3.06 -4.61 -2.91  0.10
H 2.85 -3.68 -3.30  0.12
H 4.88 -2.90 -4.47  0.11
H 5.64 -0.58 -4.27  0.11
H 4.42 1.05 -2.86  0.12
H -2.29 1.04 -2.76  0.01
H -2.26 2.20 -4.10  0.10
H -2.48 2.75 -2.43  0.07
H -0.07 0.00 -3.39  0.06
H 1.24 1.07 -3.91  0.09
H -0.27 1.04 -4.80  0.10
H -0.57 4.31 -3.25  0.07
H -0.23 3.38 -4.70  0.10
H 1.06 3.66 -3.54  0.09
N -5.91 0.29 -0.09  0.13
C -4.79 0.34 -0.81  -0.86
N -4.88 0.10 -2.12  0.15
S -3.34 0.76 -0.01  0.68
H -6.83 0.24 -0.52  0.13
H -5.86 0.46 0.90  0.11
H -5.75 -0.13 -2.56  0.13
H -4.07 0.22 -2.70  0.07
N -0.54 0.07 3.78  0.12
C -1.21 1.24 3.56  -0.03
C -1.38 1.33 2.22  -0.20
N -0.82 0.22 1.62  -0.15
C -0.32 -0.52 2.60  -0.14
H -0.24 -0.30 4.67  0.18
H -1.51 1.90 4.36  0.14
H -1.87 2.10 1.67  0.05
H 0.20 -1.45 2.49  0.10